The following is a quantum chemistry calculation of a structure of composition C9H12ClNO8P2Pt at a distorted geometry, from the OMol25 dataset.

Structure (XYZ):
```
34
Properties=species:S:1:pos:R:3:mulliken_charge:R:1
C -1.860 1.897 -1.165 0.171
H 2.868 -2.075 4.046 0.470
O -1.337 4.187 -0.216 -0.509
O 1.961 0.594 1.368 -0.601
C 2.312 -0.247 2.177 0.055
O 0.342 1.141 -2.658 -0.657
C 2.513 -2.516 3.124 -0.681
H -2.403 1.908 0.912 0.473
O -1.337 -0.601 -2.101 -0.444
H -2.959 3.620 -1.371 0.415
Pt 1.029 0.371 -0.800 1.639
H 1.194 -4.098 -0.161 0.464
N -3.042 2.620 -1.655 -0.078
H -1.900 -1.157 -2.650 0.350
H 0.524 3.436 -2.916 0.372
C 2.381 -3.909 3.026 0.295
C 2.170 -1.685 2.066 0.383
O 1.304 -1.571 -0.164 -0.838
Cl 2.807 -4.902 4.322 -0.050
H -2.855 0.433 0.046 0.452
P -0.479 3.261 -0.966 0.784
H -1.160 0.722 0.477 0.246
C 1.667 -2.256 0.833 0.737
C -2.086 1.203 0.136 -1.433
O -0.251 3.751 -2.436 -0.421
H -3.018 2.526 -2.702 0.425
H -3.935 2.250 -1.303 0.373
P -1.148 0.897 -2.632 1.020
H 1.809 -5.556 1.737 0.449
H 2.783 0.092 3.114 0.394
C 1.561 -3.689 0.769 -0.403
C 1.904 -4.482 1.821 -0.571
O 0.679 2.523 -0.359 -0.529
O -2.035 1.310 -3.721 -0.749
```

## Properties
energy relative to the best compared isomer or geometry (same formula, charge and spin) = 0.707 eV
spin multiplicity = 5
highest occupied orbital energy (spin up / spin down) = -0.5745 / -0.6219 Ha
E_tot = -2268.466813 hartree
total charge = +2

The following is a quantum chemistry calculation of an isolated molecule of C4H8NPS at a distorted geometry, from the OMol25 dataset.

Structure (XYZ):
```
15
Properties=species:S:1:pos:R:3:mulliken_charge:R:1
H -1.160 -2.341 0.294 0.312
C 1.042 1.555 0.355 -0.740
H -1.393 -1.444 -1.465 0.288
S 2.702 1.004 -0.145 -0.204
H 0.797 1.517 1.372 0.401
H -0.574 -0.251 1.341 0.201
C -0.149 0.796 -0.252 -0.923
H 0.959 2.466 -0.035 0.439
H 0.034 0.748 -1.369 0.385
C -0.335 -0.560 0.328 0.444
N 0.834 -1.335 0.320 -0.256
C -1.442 -1.369 -0.348 -1.104
P 2.318 -1.102 -0.063 0.053
H -1.091 1.280 -0.154 0.437
H -2.542 -0.966 -0.180 0.267
```

## Properties
energy relative to the best compared isomer or geometry (same formula, charge and spin) = 0.691 eV
spin multiplicity = 1
SMILES string = C[C@@H]1CCSP=N1
highest occupied orbital energy = -0.3296 Ha
E_tot = -951.465104 hartree
total charge = 0

The following is a quantum chemistry calculation of a structure of composition C37H43BrIN4O4PSb2Sc at a distorted geometry, from the OMol25 dataset.

Structure (XYZ):
```
94
Properties=species:S:1:pos:R:3:mulliken_charge:R:1
C 9.047 6.723 14.831 -0.376
H 11.759 12.234 18.199 0.604
C 6.188 4.809 10.967 -0.417
C 9.943 7.932 14.634 0.215
H 5.770 14.960 15.629 0.362
H 7.511 3.283 11.786 0.320
H 5.909 13.516 17.607 0.337
H 14.477 8.677 7.945 0.401
P 7.325 7.161 14.773 -0.059
H 10.194 8.311 17.888 0.204
C 6.175 5.007 16.316 -0.341
C 7.237 13.816 14.489 -0.658
C 11.249 11.283 20.040 -0.308
H 4.912 6.554 10.537 0.372
H 12.109 9.049 14.497 0.293
C 6.930 7.066 17.367 0.155
C 6.943 4.213 11.922 -0.800
N 8.427 12.078 15.684 0.181
C 6.640 6.352 16.230 0.290
Sb 12.137 9.760 8.800 0.680
N 13.136 10.924 14.413 -0.176
C 5.825 6.671 12.428 -0.600
H 8.762 12.587 13.710 0.667
C 7.880 12.136 7.236 -0.760
C 10.751 10.111 20.686 -0.275
C 6.688 13.384 16.827 -0.889
O 9.741 8.916 15.459 0.046
O 11.115 11.868 14.241 -0.502
H 13.992 10.643 13.897 0.263
N 12.399 9.850 15.045 -0.244
H 7.338 8.121 17.266 0.032
C 14.079 13.795 10.382 -1.260
H 9.383 14.921 8.575 0.369
Sb 11.945 14.210 10.399 0.702
H 12.568 13.266 7.783 0.394
C 8.956 11.249 7.105 -0.836
C 10.591 9.142 18.523 0.031
Sc 10.435 10.744 15.790 0.804
H 10.702 7.370 8.448 0.304
C 10.235 11.782 7.494 1.063
H 12.949 9.488 15.820 0.254
C 11.342 11.373 18.681 -0.306
H 7.998 4.361 13.760 0.414
H 12.204 11.536 6.687 0.497
H 14.410 12.702 10.296 0.222
C 10.373 13.145 8.007 0.977
C 5.772 4.576 17.544 -0.482
H 10.137 7.996 20.321 0.460
O 10.882 7.919 13.829 -0.821
C 8.036 13.343 7.903 -0.564
C 9.247 13.881 8.253 -0.736
H 7.162 13.931 8.066 0.399
H 11.107 8.208 6.821 0.328
C 12.368 11.907 13.777 0.387
H 8.736 10.247 6.864 0.459
C 6.634 6.508 18.641 -0.452
C 7.260 4.890 13.127 -0.096
H 7.037 14.434 13.618 0.423
H 6.976 11.858 6.755 0.424
H 5.280 7.573 12.658 0.390
H 9.301 6.264 15.798 0.490
H 6.080 4.347 15.445 0.344
H 14.895 10.017 9.052 0.342
Br 7.606 11.087 18.087 -0.090
H 12.325 7.288 7.665 0.373
H 11.091 10.199 6.328 0.559
H 14.600 14.389 9.626 0.449
H 11.639 14.728 7.856 0.534
C 11.435 7.910 7.826 -1.198
H 13.125 16.899 10.087 0.413
C 6.776 6.161 13.356 0.394
C 14.257 9.748 8.210 -1.269
C 11.699 13.727 8.256 -1.675
C 5.979 5.308 18.710 -0.500
H 14.423 10.325 7.251 0.318
H 11.640 16.693 11.127 0.323
C 12.171 16.398 10.159 -1.308
H 5.721 4.841 19.670 0.350
C 7.589 12.304 16.705 0.671
C 6.399 14.044 15.660 -0.163
O 12.913 12.768 13.091 -0.541
N 11.026 10.250 17.852 0.094
C 10.465 8.952 19.882 -0.704
H 5.547 3.474 17.582 0.275
C 8.266 12.893 14.594 -0.542
H 11.572 16.825 9.346 0.362
H 9.303 6.087 13.973 0.449
C 11.404 10.918 7.062 -1.695
H 5.994 4.309 10.029 0.398
C 5.627 6.084 11.221 -0.560
H 10.754 10.119 21.769 0.409
H 6.901 7.136 19.495 0.368
I 12.029 12.779 21.310 0.178
H 14.418 14.042 11.395 0.394
```

## Properties
energy relative to the best compared isomer or geometry (same formula, charge and spin) = 2.235 eV
spin multiplicity = 1
highest occupied orbital energy = -0.3280 Ha
E_tot = -6409.777799 hartree
total charge = +1

The following is a quantum chemistry calculation of an isolated molecule of C4H9NO2, from the OMol25 dataset.

Structure (XYZ):
```
16
Properties=species:S:1:pos:R:3:mulliken_charge:R:1
H 2.945 0.049 -0.719 0.338
O -0.329 -1.933 1.216 -0.563
H -1.346 0.909 -1.407 0.338
H -2.086 1.579 0.065 0.352
H -1.929 -0.937 0.515 0.385
C -0.856 -1.009 0.312 -0.777
C -0.300 0.411 0.435 0.550
H -0.727 -1.327 -0.735 0.368
O 1.930 -1.606 -0.177 -0.642
H -0.666 2.340 -0.633 0.439
H 0.559 -2.143 0.873 0.421
H 1.185 1.439 -0.464 0.219
C 2.015 -0.394 -0.320 0.031
C -1.139 1.366 -0.431 -1.428
N 1.084 0.544 -0.022 -0.159
H -0.341 0.710 1.493 0.127
```

## Properties
energy relative to the best compared isomer or geometry (same formula, charge and spin) = 0.964 eV
spin multiplicity = 1
SMILES string = C[C@@H](CO)NC=O
highest occupied orbital energy = -0.3621 Ha
E_tot = -363.050101 hartree
total charge = 0

The following is a quantum chemistry calculation of an isolated molecule of C5H7N3O2 at a distorted geometry, from the OMol25 dataset.

Structure (XYZ):
```
17
Properties=species:S:1:pos:R:3:mulliken_charge:R:1
C 1.846 0.020 -0.381 0.373
H 1.806 -1.636 0.634 0.233
O 2.636 1.070 -0.422 -0.564
H -3.818 0.500 -0.711 0.331
N -0.538 -2.030 -0.067 -0.611
N -0.063 1.524 -0.113 -0.517
C -1.796 0.136 -0.158 0.064
H -3.599 0.006 0.987 0.276
C -0.676 -0.647 -0.236 1.172
C -3.244 -0.155 -0.041 -1.195
O -1.415 1.427 -0.117 -0.186
H 3.326 0.574 0.425 0.506
N 2.395 -0.824 0.451 -0.705
H -1.419 -2.500 0.105 0.226
H -3.437 -1.199 -0.315 0.328
C 0.387 0.308 -0.318 0.018
H -0.071 -2.482 -0.848 0.248
```

## Properties
energy relative to the best compared isomer or geometry (same formula, charge and spin) = 3.798 eV
spin multiplicity = 1
SMILES string = [H]/N=C(/O)c1noc(C)c1N
highest occupied orbital energy = -0.3274 Ha
E_tot = -509.359943 hartree
total charge = 0

The following is a quantum chemistry calculation of the ion C11H19N2OS with charge +1 at a distorted geometry, from the OMol25 dataset.

Structure (XYZ):
```
34
Properties=species:S:1:pos:R:3:mulliken_charge:R:1
H 1.315 -2.537 1.881 0.243
H 1.420 -1.117 -1.876 0.383
S 1.545 1.546 -0.673 -0.217
C -3.895 0.792 -0.663 -0.662
H -4.855 1.192 -0.119 0.303
C -0.774 -0.864 0.065 0.596
H 3.894 0.594 1.007 0.364
C 2.544 -0.071 -0.441 1.543
H -2.723 0.774 1.339 0.407
H -2.505 2.175 0.413 0.353
H -0.417 1.420 2.387 0.429
O -1.144 -1.974 -0.184 -0.588
H 0.613 2.719 1.604 0.393
H -3.820 1.194 -1.604 0.446
H -1.112 0.735 -1.359 0.416
C 1.717 -0.893 0.499 -0.507
C 3.956 0.368 -0.046 -1.288
C 0.287 1.035 0.379 -0.618
C -1.370 0.515 -0.310 -0.114
H 2.966 -1.834 -1.542 0.415
H 4.530 -0.593 -0.148 0.323
N 0.431 1.716 1.737 -0.029
H 3.138 -2.376 1.328 0.307
C 2.128 -1.924 1.263 -0.956
H -4.801 -1.099 -1.472 0.345
H 2.756 -0.677 -2.624 0.450
H 1.233 1.353 2.148 0.340
C 2.427 -0.914 -1.653 -1.632
H -3.053 -1.320 -0.864 0.221
C -4.038 -0.759 -0.764 -0.921
C -2.613 1.073 0.291 -0.854
H 4.228 1.093 -0.758 0.453
N 0.405 -0.363 0.557 0.337
H -4.414 -0.980 0.202 0.319
```

## Properties
energy relative to the best compared isomer or geometry (same formula, charge and spin) = 1.155 eV
spin multiplicity = 1
SMILES string = C=C1N2C(=O)[C@@H](CCC)[C@]2([NH3+])SC1(C)C
highest occupied orbital energy = -0.4739 Ha
E_tot = -1013.121531 hartree
total charge = +1

Question: Look up the spin multiplicity of the fourth one.
Answer: 1